a | This record from OMol25 describes 2 unconnected molecules or ions with the total composition C2H9N2S. The level of theory is ωB97M-V/def2-TZVPD.

- Lowest unoccupied orbital energy: 4.34 eV
- Net charge: -1
- Gap between HOMO and LUMO: 6.85 eV
- HOMO: -2.50 eV

Geometry as XYZ:
```
14
Properties=species:S:1:pos:R:3:mulliken_charge:R:1
S 1.24341 0.79224 -0.23910 -0.6703
N -1.52837 -0.93045 -0.46195 -0.6118
N -0.45298 -1.78891 1.53467 -0.6120
C 1.43175 2.20060 -1.38829 -0.7947
C -1.60077 -1.10300 0.98587 -0.3726
H -2.38508 -0.51650 -0.81677 0.1976
H -0.74832 -0.27452 -0.65461 0.1184
H -1.69601 -0.14337 1.50893 0.2831
H 2.24288 2.86417 -1.07893 0.2273
H 0.39857 -1.34721 1.20690 0.2391
H 0.51708 2.78797 -1.49963 0.1993
H -0.46545 -2.76181 1.26406 0.2187
H 1.69400 1.80594 -2.37273 0.1915
H -2.49440 -1.69079 1.22319 0.3866
```

---

b | This record from OMol25 describes 2 unconnected molecules or ions with the total composition C2H9N2S. The level of theory is ωB97M-V/def2-TZVPD.

- Lowest unoccupied orbital energy: 4.17 eV
- Net charge: -1
- Gap between HOMO and LUMO: 6.66 eV
- HOMO: -2.49 eV

Geometry as XYZ:
```
14
Properties=species:S:1:pos:R:3:mulliken_charge:R:1
S 1.67667 1.46849 -1.14205 -0.6909
N -0.75016 -0.91380 1.32843 -0.6442
N -1.25279 1.21128 0.13921 -0.5039
C 2.01419 -0.33529 -1.25186 -0.8275
C -1.60754 -0.15988 0.38069 -0.4441
H 2.82375 -0.46072 -1.97390 0.2666
H -0.96326 -0.62932 2.27945 0.2211
H -1.25535 1.69994 1.02753 0.2168
H 0.20159 -0.56703 1.15029 0.2773
H 2.45649 -0.65604 -0.30479 0.1884
H -2.64439 -0.23433 0.72195 0.3676
H -0.29433 1.24234 -0.26904 0.0617
H 1.16303 -0.94320 -1.52863 0.2239
H -1.56790 -0.72245 -0.55727 0.2873
```

---

b is the least stable structure shown above.